This record from OMol25 describes the ion C4H8BrNO2P with charge -1. The level of theory is ωB97M-V/def2-TZVPD.

Cartesian coordinates (Å):
C -0.89 -0.31 0.21
C 0.51 -0.82 0.24
C -0.83 0.73 -0.82
C 1.40 0.46 0.03
N 0.36 1.49 -0.39
O -1.49 3.55 -0.26
O 1.32 3.67 0.74
P 0.09 2.87 0.53
Br -0.64 2.22 2.53
H -1.71 -1.02 0.02
H -1.05 0.25 1.19
H 0.83 -1.60 1.16
H 0.60 -1.49 -0.57
H -0.87 0.23 -1.79
H -1.63 1.47 -0.84
H 1.78 0.70 0.95
H 2.11 0.54 -0.78

Values from the calculation:
* energy above the lowest of the compared OMol25 structures with the same formula, charge and spin: 1.290 eV
* multiplicity: 1
* SMILES: O=[P@@]([O-])(Br)N1CCCC1
* total energy: -89195.819 eV
* total charge: -1
* E_LUMO: 3.37 eV
* frontier orbital gap: 7.70 eV
* HOMO energy: -4.3 eV

These are the Mulliken partial charges, in e, on atoms 1 to 5: C -0.147; C -0.453; C -0.794; C -0.720; N -0.138